{"formula": "C48H57N9O2PSW", "method": "wB97M-V/def2-TZVPD", "symbols": ["W", "N", "C", "C", "C", "C", "C", "N", "C", "C", "C", "C", "C", "N", "H", "H", "H", "H", "H", "H", "H", "H", "H", "O", "C", "O", "C", "P", "C", "C", "C", "C", "C", "C", "C", "C", "C", "C", "C", "C", "H", "H", "H", "H", "H", "H", "H", "H", "H", "H", "H", "H", "C", "C", "C", "C", "C", "C", "C", "N", "C", "C", "C", "C", "C", "C", "C", "N", "C", "C", "C", "C", "H", "H", "H", "H", "H", "H", "H", "H", "H", "H", "H", "H", "H", "H", "H", "H", "H", "H", "H", "H", "H", "H", "H", "H", "S", "C", "N", "C", "N", "C", "N", "C", "N", "C", "C", "H", "H", "H", "H", "H", "H", "H", "H", "H", "H", "H", "H"], "coordinates": [[-15.62014, 10.94384, 7.11239], [-12.76526, 11.35533, 9.04096], [-13.36980, 12.59484, 8.95253], [-12.79777, 13.68090, 9.63619], [-13.25624, 14.96244, 9.37213], [-14.47833, 15.09884, 8.70087], [-15.09624, 13.99158, 8.25061], [-14.52562, 12.76074, 8.34558], [-12.51866, 10.42595, 8.01033], [-11.28971, 9.76790, 8.01727], [-10.97981, 8.86030, 7.03094], [-11.97711, 8.68508, 6.02322], [-13.15032, 9.39940, 6.08888], [-13.45523, 10.21737, 7.09888], [-11.92743, 11.43496, 9.64052], [-11.78339, 13.48099, 10.05042], [-12.67256, 15.80872, 9.66634], [-14.83673, 16.10752, 8.53502], [-16.11286, 13.99350, 7.84642], [-10.63180, 9.98064, 8.89582], [-10.07137, 8.22719, 7.20931], [-11.99201, 7.89483, 5.25209], [-13.81845, 9.33989, 5.26216], [-14.93669, 12.36715, 3.45231], [-15.45988, 12.41996, 4.52172], [-14.84799, 11.95337, 5.64333], [-16.83781, 12.95820, 4.83416], [-17.69780, 12.05668, 6.16055], [-18.78519, 13.36673, 6.80941], [-20.12352, 13.12757, 6.95600], [-21.00443, 14.14121, 7.36877], [-20.59864, 15.43809, 7.53600], [-19.19796, 15.68913, 7.36075], [-18.37711, 14.68013, 7.02193], [-18.80415, 10.83299, 5.44294], [-19.44301, 9.83351, 6.23522], [-19.94126, 8.72833, 5.61824], [-19.85127, 8.50062, 4.25275], [-19.26132, 9.41423, 3.45877], [-18.76696, 10.61693, 4.08335], [-17.33652, 13.07854, 3.89665], [-16.70230, 13.93493, 5.33976], [-20.46579, 12.12932, 6.76454], [-22.04908, 13.84477, 7.54770], [-21.30886, 16.17833, 7.94439], [-18.86927, 16.67706, 7.66221], [-17.29504, 14.95109, 6.85423], [-19.46602, 9.82596, 7.30171], [-20.39242, 7.97426, 6.19821], [-20.31170, 7.62594, 3.78318], [-19.12327, 9.23162, 2.35925], [-18.36583, 11.36559, 3.40975], [-13.01890, 7.31374, 12.55418], [-13.50822, 8.71576, 12.68233], [-14.21697, 8.88865, 14.06290], [-12.29239, 9.63940, 12.61171], [-14.43436, 9.15481, 11.56444], [-14.39549, 8.39014, 10.42088], [-15.05930, 8.82523, 9.29851], [-15.61913, 10.07659, 9.21601], [-15.74213, 10.77882, 10.36449], [-15.17385, 10.31657, 11.55982], [-16.43156, 12.05270, 10.45219], [-15.99168, 12.96999, 11.41705], [-16.80136, 14.05127, 11.71215], [-18.06599, 14.14227, 11.06370], [-18.36953, 13.24063, 10.07288], [-17.56000, 12.17903, 9.75428], [-16.43830, 14.97808, 12.89039], [-15.18467, 15.79410, 12.52628], [-17.61891, 15.94811, 13.22156], [-16.15798, 14.16274, 14.12105], [-12.40692, 7.15430, 13.42481], [-12.40045, 7.11275, 11.66093], [-13.79874, 6.56884, 12.57531], [-13.60505, 8.48677, 14.90595], [-15.20283, 8.49769, 13.99427], [-14.41505, 9.93149, 14.29033], [-11.57774, 9.51832, 13.46165], [-12.58518, 10.66052, 12.66158], [-11.70160, 9.41776, 11.69424], [-13.98163, 7.41843, 10.32329], [-15.24744, 8.19424, 8.49352], [-15.16866, 10.97117, 12.44956], [-15.01753, 13.02791, 11.85438], [-18.73796, 14.93908, 11.38855], [-19.28138, 13.32782, 9.53743], [-15.22080, 16.19730, 11.53616], [-14.29223, 15.11581, 12.64486], [-15.10344, 16.58205, 13.24255], [-17.89989, 16.55994, 12.33333], [-17.28386, 16.55252, 14.04101], [-18.43942, 15.37146, 13.55578], [-15.53696, 13.30355, 13.92093], [-17.10186, 13.76014, 14.47619], [-15.68218, 14.78109, 14.84641], [-16.29544, 9.06021, 6.12648], [-14.74933, 6.97445, 3.27259], [-15.70486, 6.33927, 2.38586], [-15.04037, 6.10788, 1.11367], [-14.62593, 7.41841, 0.48068], [-13.66310, 8.02968, 1.39957], [-14.24222, 8.21836, 2.77081], [-15.39060, 9.09933, 2.57777], [-16.39939, 8.59577, 1.69928], [-16.83952, 7.31734, 2.23319], [-15.76963, 8.26221, 0.38904], [-13.92841, 6.24548, 3.57225], [-15.22798, 7.18801, 4.22493], [-15.68923, 5.56354, 0.36797], [-14.18719, 5.43986, 1.30259], [-13.26483, 9.01580, 1.07810], [-12.85080, 7.33531, 1.47202], [-14.99299, 10.03532, 2.18441], [-15.84981, 9.32205, 3.54352], [-17.61068, 6.89776, 1.59515], [-17.26223, 7.42793, 3.21173], [-15.46456, 9.17629, -0.18228], [-16.48973, 7.77469, -0.30096]], "mulliken_charge": [2.8587, 0.9311, 0.1026, -1.6237, -0.7872, -0.9911, -0.1070, 0.6223, 0.2295, -1.1927, -0.7067, -0.6184, -0.7025, 0.4247, 0.4132, 0.4581, 0.5410, 0.5525, -0.1743, 0.3246, 0.3665, 0.4038, 0.6802, -0.6468, 0.3757, -0.6111, -0.9818, 1.6870, 0.8675, -0.9472, -0.7122, -0.6965, -0.7935, 0.0066, 0.2696, -0.4467, -0.7295, -0.4668, -0.4817, -0.7860, 0.6746, 0.5222, 0.4437, 0.3833, 0.3480, 0.4258, -0.0231, 0.4914, 0.4431, 0.4042, 0.3229, 0.2292, -2.2987, 2.2164, -1.6845, -1.3268, 1.2408, -1.5343, -0.9577, -0.4164, 0.2575, -0.5476, -0.0990, -0.7539, 0.4002, -0.8949, -1.1986, -0.2689, 1.9810, -1.4316, -2.1813, -1.7128, 0.5272, 0.3441, 0.4258, 0.3866, 0.4925, 0.2942, 0.4650, 0.2396, 0.1893, 0.5888, 0.6578, 0.4584, 1.2202, 0.5331, 0.7441, 0.1955, 0.2740, 0.5515, 0.3994, 0.4798, 0.4920, 0.3453, 0.4095, 0.4689, -0.5636, -0.6050, 0.0433, -0.6077, -0.0372, -0.6009, 0.1371, 0.7633, 0.0908, -0.6090, -0.7576, 0.2383, 0.1712, 0.2735, 0.3256, 0.3422, 0.3749, 0.7367, -1.5948, 0.3016, 0.3293, 0.3434, 0.3562], "charge": 1, "s_squared": 2.022, "energy_ev": -90152.27340, "homo_lumo_gap_ev": [6.11, 7.03], "mol_weight_g_mol": 1038.926, "e_above_lowest_ev": 0.000, "spin_multiplicity": 3, "lumo_ev": [-2.81, -2.89]}